Computed, not measured: a cluster of 2 separate species, C2H8N2O3 in total, with ωB97M-V with the def2-TZVPD basis set.

* E_HOMO: -9.341 eV
* E: -11324.13741 eV
* energy above the lowest of the compared OMol25 structures with the same formula, charge and spin: 65.3 kcal/mol
* SMILES string: O=C(CO)NO.N

Geometry as XYZ:
```
15
C2H8N2O3, DFT ωB97M-V with the def2-TZVPD basis set
O 0.57 -1.53 0.25
C 0.38 -0.48 0.81
C -0.88 -0.14 1.42
O -1.00 1.24 1.71
N 1.43 0.46 0.88
O 2.58 0.04 0.19
H -0.89 -0.77 2.45
H -1.78 -0.62 0.84
H -1.98 1.45 1.83
H 1.41 1.41 1.00
H 2.28 -0.74 -0.26
N -0.57 0.04 -2.65
H -0.86 -0.78 -2.26
H 0.36 0.27 -2.73
H -1.06 0.14 -3.47
```


Computed, not measured: a structure of composition C29H72AlBNO8, with ωB97M-V with the def2-TZVPD basis set.

* E_HOMO: -3.831 eV
* E: -56383.23571 eV
* charge: -1

Geometry as XYZ:
```
112
C29H72AlBNO8, DFT ωB97M-V with the def2-TZVPD basis set
C -3.70 -2.68 -0.92
C -2.34 -3.17 -1.47
B -1.21 -2.08 -1.20
O -0.24 -2.41 -0.20
Al -1.02 -0.21 -2.26
C -2.78 0.86 -2.24
C -3.47 1.09 -3.60
C -3.66 -0.21 -4.40
C -2.86 -0.36 -5.74
N -1.88 0.65 -6.07
C 0.59 0.89 -1.64
C 0.28 2.13 -0.81
C -0.39 3.22 -1.60
O -0.20 3.45 -2.78
O -1.25 4.04 -0.87
H -4.22 -2.05 -1.63
H -3.55 -2.09 -0.01
H -4.32 -3.54 -0.66
H -2.40 -3.37 -2.53
H -2.08 -4.09 -0.94
H 0.46 -2.95 -0.56
H -0.70 -0.65 -3.81
H -2.71 1.83 -1.73
H -3.49 0.28 -1.65
H -2.96 1.87 -4.16
H -4.47 1.48 -3.39
H -4.72 -0.30 -4.65
H -3.43 -1.06 -3.77
H -2.33 -1.31 -5.69
H -3.57 -0.45 -6.56
H -2.26 1.57 -6.11
H -1.10 0.61 -5.43
H 1.23 1.16 -2.47
H 1.19 0.23 -1.00
H 1.22 2.57 -0.47
H -0.29 1.93 0.09
H -1.95 3.46 -0.55
C 4.90 5.64 -0.85
C 4.77 5.88 -2.35
O 4.05 4.88 -3.04
C 2.70 4.69 -2.62
C 1.84 5.94 -2.76
H 5.36 4.67 -0.66
H 5.51 6.42 -0.40
H 3.92 5.65 -0.36
H 5.77 5.87 -2.80
H 4.34 6.87 -2.54
H 2.67 4.32 -1.59
H 2.30 3.90 -3.25
H 2.21 6.76 -2.13
H 0.82 5.73 -2.47
H 1.85 6.29 -3.80
C 1.16 12.35 -0.54
C 1.11 11.18 -1.52
O 2.05 10.16 -1.25
C 1.93 9.52 0.01
C 0.59 8.84 0.24
H 2.15 12.78 -0.51
H 0.45 13.12 -0.84
H 0.90 12.04 0.48
H 1.36 11.54 -2.52
H 0.10 10.77 -1.57
H 2.15 10.23 0.82
H 2.72 8.77 0.03
H -0.24 9.55 0.24
H 0.59 8.32 1.20
H 0.40 8.11 -0.55
C -1.41 -0.28 4.05
C -0.87 0.66 2.98
O -1.48 1.95 2.99
C -1.32 2.70 4.18
C 0.12 3.00 4.54
H -2.49 -0.40 3.94
H -0.94 -1.26 3.94
H -1.21 0.08 5.06
H -1.08 0.25 2.00
H 0.22 0.75 3.05
H -1.84 2.21 5.02
H -1.85 3.63 3.99
H 0.69 2.09 4.75
H 0.16 3.63 5.43
H 0.62 3.52 3.72
C -1.24 -8.57 1.76
C -2.26 -7.62 1.15
O -1.69 -6.65 0.28
C -1.00 -7.15 -0.85
C -1.87 -7.99 -1.77
H -0.47 -8.02 2.30
H -1.74 -9.25 2.46
H -0.74 -9.18 1.01
H -2.74 -7.04 1.94
H -3.05 -8.17 0.64
H -0.11 -7.71 -0.53
H -0.65 -6.27 -1.38
H -2.24 -8.89 -1.28
H -1.29 -8.30 -2.64
H -2.73 -7.41 -2.11
C 3.89 -10.64 4.02
C 2.94 -9.56 3.52
O 1.58 -9.81 3.82
C 1.25 -9.92 5.19
C 1.56 -8.67 6.00
H 3.61 -11.61 3.61
H 4.91 -10.42 3.71
H 3.89 -10.73 5.11
H 2.99 -9.51 2.44
H 3.25 -8.58 3.90
H 1.72 -10.80 5.63
H 0.17 -10.10 5.20
H 2.63 -8.46 6.03
H 1.22 -8.81 7.03
H 1.05 -7.80 5.58
```


Computed, not measured: an isolated molecule of C3H6S, with ωB97M-V with the def2-TZVPD basis set.

* E_HOMO: -8.257 eV
* E: -14041.33050 eV
* energy above the lowest of the compared OMol25 structures with the same formula, charge and spin: 35.4 kcal/mol
* SMILES string: C=CSC

Geometry as XYZ:
```
10
C3H6S, DFT ωB97M-V with the def2-TZVPD basis set
C 1.30 1.69 -0.33
C 0.16 0.83 -0.35
S -0.59 -0.01 1.11
C -1.11 -1.57 0.38
H 1.71 2.22 0.67
H 1.83 2.20 -1.09
H -0.16 0.23 -1.18
H -1.74 -1.46 -0.45
H -0.09 -1.95 -0.05
H -1.29 -2.18 1.27
```


Computed, not measured: a cluster of 7 separate species, C58H68F5N6O12S in total, with ωB97M-V with the def2-TZVPD basis set.

* E_HOMO: -10.718 eV
* E: -119156.24622 eV
* charge: +1

Geometry as XYZ:
```
150
C58H68F5N6O12S, DFT ωB97M-V with the def2-TZVPD basis set
C -3.26 1.08 8.90
C -3.59 -0.05 8.78
S -3.85 -1.68 8.56
C -4.67 -2.30 10.06
C -3.67 -2.99 10.96
C -2.82 -4.10 10.32
C -1.37 -3.64 10.06
C -0.85 -3.85 8.65
C 0.51 -3.15 8.49
C 0.59 -2.13 7.35
C 1.89 -2.20 6.56
C 1.95 -1.04 5.55
C 1.37 -1.43 4.20
C 2.36 -2.25 3.37
C 1.61 -3.10 2.36
C 0.94 -2.26 1.30
C -0.01 -3.05 0.43
C -1.14 -2.24 -0.20
C -1.84 -1.29 0.74
C -3.18 -0.81 0.26
C -3.12 0.35 -0.76
C -5.18 -1.73 7.24
F -5.05 -0.65 6.52
F -6.38 -1.75 7.77
C -4.97 -2.98 6.35
F -4.62 -4.00 7.10
F -4.04 -2.73 5.47
F -6.09 -3.25 5.73
H -2.84 2.04 9.05
H -5.10 -1.45 10.55
H -5.44 -3.00 9.75
H -4.27 -3.41 11.75
H -3.01 -2.26 11.41
H -3.28 -4.46 9.41
H -2.79 -4.92 11.01
H -0.73 -4.21 10.71
H -1.27 -2.59 10.30
H -1.53 -3.38 7.95
H -0.77 -4.89 8.42
H 0.69 -2.60 9.40
H 1.30 -3.87 8.38
H 0.53 -1.13 7.76
H -0.23 -2.23 6.66
H 1.87 -3.11 5.98
H 2.73 -2.15 7.22
H 1.39 -0.21 5.96
H 2.96 -0.70 5.40
H 0.49 -2.05 4.36
H 1.04 -0.58 3.63
H 2.98 -1.57 2.80
H 2.98 -2.86 4.00
H 2.28 -3.80 1.87
H 0.89 -3.70 2.91
H 0.46 -1.43 1.79
H 1.72 -1.83 0.69
H -0.42 -3.91 0.95
H 0.57 -3.45 -0.39
H -1.86 -2.94 -0.61
H -0.75 -1.71 -1.05
H -1.20 -0.42 0.88
H -1.91 -1.75 1.72
H -3.79 -1.62 -0.11
H -3.70 -0.41 1.12
H -3.81 1.11 -0.45
H -2.15 0.78 -0.81
H -3.42 0.02 -1.74
C -6.42 -6.94 3.11
C -6.40 -8.03 2.25
C -5.47 -9.04 2.43
C -4.59 -8.95 3.49
C -4.59 -7.88 4.36
C -5.51 -6.87 4.16
N -3.61 -10.03 3.70
O -3.61 -10.95 2.92
O -2.87 -9.93 4.65
H -7.14 -6.15 2.97
H -7.10 -8.08 1.43
H -5.44 -9.89 1.77
H -3.88 -7.83 5.17
H -5.53 -6.02 4.83
C -1.93 0.60 -7.28
C -2.32 1.25 -6.11
C -1.78 0.89 -4.89
C -0.84 -0.13 -4.86
C -0.44 -0.79 -6.00
C -0.99 -0.42 -7.21
N -0.25 -0.50 -3.57
O -0.65 0.08 -2.58
O 0.59 -1.37 -3.55
H -2.35 0.88 -8.23
H -3.05 2.05 -6.16
H -2.09 1.39 -3.99
H 0.29 -1.58 -5.94
H -0.69 -0.94 -8.11
C -0.33 4.11 -12.74
C 0.71 4.15 -11.83
C 0.46 3.97 -10.48
C -0.84 3.74 -10.08
C -1.90 3.71 -10.97
C -1.63 3.89 -12.31
N -1.12 3.53 -8.65
O -0.19 3.59 -7.87
O -2.26 3.29 -8.32
H -0.12 4.25 -13.79
H 1.72 4.33 -12.16
H 1.26 4.00 -9.76
H -2.90 3.54 -10.63
H -2.44 3.87 -13.03
C 1.65 8.91 -6.20
C 0.30 8.61 -6.13
C -0.34 8.03 -7.22
C 0.40 7.77 -8.35
C 1.75 8.07 -8.44
C 2.38 8.65 -7.35
N -0.26 7.14 -9.50
O -1.45 6.89 -9.41
O 0.42 6.87 -10.48
H 2.15 9.36 -5.35
H -0.26 8.81 -5.23
H -1.39 7.78 -7.18
H 2.30 7.86 -9.35
H 3.42 8.90 -7.41
C 4.97 -1.85 -1.62
C 5.62 -0.63 -1.50
C 6.35 -0.34 -0.35
C 6.41 -1.28 0.66
C 5.76 -2.50 0.56
C 5.05 -2.78 -0.59
N 7.18 -0.98 1.87
O 7.71 0.11 1.94
O 7.23 -1.83 2.73
H 4.41 -2.08 -2.52
H 5.57 0.09 -2.30
H 6.85 0.61 -0.25
H 5.82 -3.22 1.35
H 4.54 -3.73 -0.68
C 7.50 6.20 -3.76
C 6.84 6.29 -4.97
C 6.10 7.43 -5.28
C 6.06 8.45 -4.35
C 6.70 8.38 -3.14
C 7.43 7.24 -2.84
N 5.30 9.67 -4.68
O 4.72 9.71 -5.75
O 5.29 10.57 -3.87
H 8.08 5.31 -3.53
H 6.89 5.48 -5.69
H 5.58 7.51 -6.22
H 6.65 9.19 -2.43
H 7.95 7.16 -1.90
```


- The lowest E_HOMO belongs to which entry?
  C58H68F5N6O12S


- Among the records above, which one has the highest E_HOMO?
  C29H72AlBNO8


- The lowest E belongs to which entry?
  C58H68F5N6O12S